1.
DFT (ωB97M-V with the def2-TZVPD basis set) results for 2 unconnected molecules or ions with the total composition C23H33O2Si in a non-equilibrium geometry.

## Properties
- spin multiplicity = 1
- HOMO (eV) = -11.440
- LUMO (eV) = -4.9
- total charge = +1

The geometry in XYZ format:
```
59
C23H33O2Si | the OMol25 dataset | ωB97M-V with the def2-TZVPD basis set
C 1.5072 1.8553 -1.0295
C 1.5451 2.0576 0.4743
C 2.7984 1.4554 1.0736
C 1.4666 3.5678 0.7546
C 0.3314 1.3615 1.0864
C -0.6960 0.7900 0.3392
O 0.4738 1.1630 2.4124
Si -0.2123 1.3952 3.9331
C -1.7464 0.3288 4.0652
C 1.1513 0.8290 5.0820
C -0.5804 3.2205 4.1626
H 0.6646 2.4143 -1.4726
H 2.4459 2.2061 -1.4886
H 1.3826 0.7879 -1.2606
H 2.8855 1.7149 2.1317
H 2.8048 0.3700 0.9405
H 3.6796 1.8547 0.5679
H 1.4597 3.7929 1.8355
H 2.3400 4.0581 0.2864
H 0.5502 4.0214 0.3322
H -1.6020 0.5504 0.9181
H -0.8598 1.1924 -0.6644
H -2.1821 0.4474 5.0664
H -2.4986 0.6393 3.3280
H -1.4809 -0.7285 3.9281
H 0.8948 0.9898 6.1310
H 1.3345 -0.2426 4.9673
H 2.0749 1.3868 4.9040
H -0.9126 3.4136 5.1835
H 0.3061 3.8340 3.9976
H -1.3771 3.5470 3.4930
C -3.3945 -2.4489 -6.6462
O -3.8847 -2.0471 -5.3490
C -3.0271 -1.8787 -4.3084
C -3.5983 -1.3725 -3.1032
C -2.7799 -1.0782 -2.0241
C -1.3627 -1.2113 -2.0656
C -0.6433 -1.0112 -0.7999
C 0.6693 -1.5878 -0.5359
C 0.9783 -1.6765 0.8560
C 2.2187 -2.1029 1.3136
C 3.1812 -2.5700 0.4015
C 2.8624 -2.5906 -0.9620
C 1.6328 -2.1422 -1.4340
C -0.8318 -1.6790 -3.2981
C -1.6251 -2.0515 -4.3752
H -4.2661 -2.4213 -7.2739
H -2.6267 -1.7546 -7.0378
H -2.9968 -3.4785 -6.6098
H -4.6715 -1.2170 -3.0593
H -3.2509 -0.7771 -1.0841
H -1.3823 -1.2517 0.0618
H 0.1732 -1.4336 1.5791
H 2.4220 -2.0777 2.3940
H 4.1668 -2.9114 0.7614
H 3.5864 -2.9847 -1.6713
H 1.4341 -2.2679 -2.4894
H 0.2291 -1.8097 -3.4342
H -1.1616 -2.4403 -5.2850
```

Results of the Löwdin charge analysis, in e, for atoms 1 through 4: number 1, C, carries -0.041; number 2, C, carries -0.539; number 3, C, carries -0.015; number 4, C, carries -0.016



2.
DFT (ωB97M-V with the def2-TZVPD basis set) results for a molecular structure, C23H34AsGeN2O3STi.

## Properties
- spin multiplicity = 1
- HOMO (eV) = -10.880
- LUMO (eV) = -3.5
- total charge = +1

The geometry in XYZ format:
```
66
C23H34AsGeN2O3STi | the OMol25 dataset | ωB97M-V with the def2-TZVPD basis set
Ti 0.1105 0.0642 0.0949
N -2.1163 -0.4355 0.4632
C -2.7232 -0.8887 -0.7565
C -3.8632 -1.6272 -0.8306
C -4.4115 -1.9745 -2.0900
C -3.8352 -1.5453 -3.2452
C -2.6436 -0.7791 -3.2027
C -1.9783 -0.2931 -4.3485
C -0.8299 0.4289 -4.2110
C -0.3075 0.6466 -2.9275
N -0.8911 0.1922 -1.8396
C -2.0702 -0.4941 -1.9527
H -2.3881 0.5216 0.6778
H -2.3849 -1.0056 1.2578
H -4.3725 -1.9306 0.0767
H -5.3165 -2.5651 -2.1243
H -4.2752 -1.7842 -4.2046
H -2.3927 -0.4926 -5.3289
H -0.3077 0.8256 -5.0700
H 0.6098 1.2072 -2.7903
C 0.1630 4.2584 2.4623
Ge 1.0493 3.0474 1.2229
C 2.4861 2.1032 2.1754
C 1.7337 4.0951 -0.2821
C -0.2979 1.8117 0.4954
H 0.8803 4.9949 2.8267
H -0.2415 3.7174 3.3171
H -0.6499 4.7871 1.9646
H 3.4416 2.1890 1.6581
H 2.2527 1.0489 2.3244
H 2.6043 2.5498 3.1630
H 2.6308 4.6461 0.0040
H 0.9783 4.8179 -0.5923
H 1.9718 3.4596 -1.1356
H -1.1869 2.4082 0.2600
C 3.7424 1.3720 -1.5734
As 2.7123 -0.0706 -0.8097
C 2.8000 -1.3572 -2.2584
C 3.9518 -0.8167 0.5263
C 5.2185 -1.3378 -0.0796
C 6.3266 -0.5105 -0.2468
C 7.4879 -0.9939 -0.8325
C 7.5544 -2.3138 -1.2575
C 6.4584 -3.1486 -1.0851
C 5.2981 -2.6635 -0.5000
H 4.7151 0.9803 -1.8648
H 3.8643 2.1763 -0.8509
H 3.2278 1.7582 -2.4521
H 3.8378 -1.5162 -2.5472
H 2.2378 -0.9714 -3.1086
H 2.3544 -2.2954 -1.9353
H 3.4031 -1.6058 1.0356
H 4.1438 -0.0167 1.2375
H 6.2869 0.5152 0.1034
H 8.3443 -0.3427 -0.9471
H 8.4606 -2.6934 -1.7098
H 6.5103 -4.1824 -1.4001
H 4.4462 -3.3187 -0.3548
C -0.7593 -3.4433 1.6387
S 0.5314 -2.5241 0.8620
O 1.7234 -3.3075 0.8914
O 0.0595 -2.1060 -0.4781
O 0.6292 -1.2161 1.6209
H -0.5164 -4.4976 1.5382
H -1.6963 -3.2234 1.1331
H -0.7916 -3.1632 2.6890
```

Results of the Löwdin charge analysis, in e, for atoms 1 through 4: number 1, Ti, carries 0.741; number 2, N, carries 0.059; number 3, C, carries -0.227; number 4, C, carries 0.006



3.
DFT (ωB97M-V with the def2-TZVPD basis set) results for 6 unconnected molecules or ions with the total composition C23H34BBrN5O3P in a non-equilibrium geometry.

## Properties
- spin multiplicity = 1
- HOMO (eV) = -8.224
- LUMO (eV) = -0.6

The geometry in XYZ format:
```
68
C23H34BBrN5O3P | the OMol25 dataset | ωB97M-V with the def2-TZVPD basis set
C 0.4413 2.4116 -1.5228
C -0.5979 1.2951 -1.3783
C -1.3495 1.4088 -0.0613
Br -3.0561 0.4286 -0.0214
B -0.9213 0.6537 1.2242
P 0.0968 -0.9875 1.0782
O 0.0106 -1.7442 -0.1805
O 1.6227 -0.5502 1.3798
O -0.3380 -1.7734 2.4205
H 1.4155 2.0911 -1.1426
H 0.5864 2.6684 -2.5761
H 0.1486 3.3339 -1.0089
H -1.3056 1.3216 -2.2076
H -0.1109 0.3158 -1.4303
H -1.6159 2.4510 0.1414
H -1.1910 1.0700 2.3045
H 1.7404 -0.0214 2.1759
H 0.1481 -2.6024 2.5090
N 2.1332 -4.7495 3.7602
C 3.1567 -5.2671 4.5063
C 4.1192 -5.7156 3.6426
C 3.6576 -5.4569 2.3216
C 2.4301 -4.8614 2.4281
H 1.2888 -4.3602 4.1386
H 3.1113 -5.2757 5.5822
H 5.0512 -6.1768 3.9237
H 4.1705 -5.6773 1.4006
H 1.7508 -4.5128 1.6671
N 1.6443 -2.1541 7.7880
C 0.6256 -1.4998 8.4241
C -0.4317 -1.4238 7.5579
C -0.0340 -2.0567 6.3480
C 1.2510 -2.4986 6.5244
H 2.5439 -2.3496 8.1863
H 0.7365 -1.1453 9.4345
H -1.3837 -0.9646 7.7652
H -0.6254 -2.1655 5.4530
H 1.9223 -3.0112 5.8564
N -3.6783 3.6737 -1.5508
C -3.6834 4.2299 -2.8020
C -4.0306 5.5488 -2.6700
C -4.2596 5.7907 -1.2872
C -4.0342 4.6140 -0.6231
H -3.4318 2.7219 -1.3428
H -3.4172 3.6483 -3.6694
H -4.1155 6.2601 -3.4744
H -4.5566 6.7214 -0.8331
H -4.0999 4.3676 0.4231
N -2.1637 0.5356 -5.5542
C -3.1952 1.0218 -4.7988
C -4.1962 1.4110 -5.6485
C -3.7478 1.1491 -6.9724
C -2.4923 0.6099 -6.8794
H -1.2976 0.1781 -5.1909
H -3.1344 1.0407 -3.7268
H -5.1416 1.8362 -5.3547
H -4.2867 1.3348 -7.8864
H -1.8101 0.2741 -7.6414
N 4.6044 0.8335 -3.6492
C 4.3395 0.9408 -2.3102
C 3.2995 0.0987 -2.0206
C 2.9207 -0.5408 -3.2333
C 3.7452 -0.0656 -4.2191
H 5.3209 1.3368 -4.1382
H 4.9102 1.6025 -1.6811
H 2.8561 -0.0550 -1.0498
H 2.1371 -1.2703 -3.3583
H 3.7970 -0.2963 -5.2696
```

Results of the Löwdin charge analysis, in e, for atoms 1 through 4: number 1, C, carries -0.075; number 2, C, carries -0.287; number 3, C, carries -0.659; number 4, Br, carries 0.873



no.,total energy (Eh)
1,-1335.919270
2,-6792.252628
3,-4336.566526